Run 1
Density functional theory data (the ωB97M-V functional and the def2-TZVPD basis) for the ion C8H15N2 with charge +1.

## Properties
LUMO = -3.1286 eV
Structure (SMILES) = CC1=C(C(C)C)C(=[NH2+])NC1
Gap between HOMO and LUMO = 10.1 eV

ORCA input file:
```
! wB97M-V def2-TZVPD RIJCOSX def2/J DEFGRID3
* xyz 1 1
C 0.099 1.055 -2.280
C -0.495 0.935 -0.968
C -0.110 -0.013 -0.065
C 1.004 -0.870 -0.113
C 2.343 -0.119 -0.036
C 0.950 -1.944 0.877
C -1.368 0.000 1.051
N -1.386 -0.705 2.159
N -2.200 0.941 0.697
C -1.781 1.660 -0.539
H 0.551 2.021 -2.475
H -0.708 0.941 -2.987
H 0.853 0.281 -2.386
H 1.060 -1.407 -1.032
H 2.259 0.903 0.395
H 2.841 0.042 -1.035
H 3.035 -0.635 0.689
H 1.329 -1.563 1.854
H 1.679 -2.772 0.738
H -0.005 -2.505 0.980
H -0.690 -1.237 2.461
H -2.311 -0.657 2.619
H -3.023 1.289 1.178
H -1.476 2.704 -0.433
H -2.449 1.653 -1.346
*
```

***

Run 2
Density functional theory data (the ωB97M-V functional and the def2-TZVPD basis) for the ion C8H15N2 with charge +1.

## Properties
LUMO = -3.0451 eV
Structure (SMILES) = C=C1[NH+]=C(C)N(C)C[C@H]1C
Gap between HOMO and LUMO = 9.8 eV

ORCA input file:
```
! wB97M-V def2-TZVPD RIJCOSX def2/J DEFGRID3
* xyz 1 1
C 1.557 -2.479 -0.365
C 0.837 -1.353 -0.259
N 1.454 -0.132 0.042
C 0.782 0.981 0.406
C 1.661 2.177 0.618
N -0.504 0.983 0.522
C -1.149 2.109 1.101
C -1.318 -0.179 0.295
C -0.710 -1.385 -0.411
C -1.320 -1.557 -1.824
H 2.667 -2.683 -0.250
H 0.917 -3.399 -0.646
H 2.452 -0.166 -0.071
H 1.655 2.365 1.736
H 1.326 3.037 0.151
H 2.558 1.982 0.248
H -1.411 2.918 0.411
H -1.880 1.738 1.749
H -0.371 2.476 1.863
H -2.208 0.230 -0.223
H -1.419 -0.516 1.296
H -0.942 -2.263 0.160
H -1.168 -0.735 -2.407
H -2.394 -1.721 -1.756
H -1.071 -2.428 -2.387
*
```

***

Energies in hartree, measured from the most stable structure: run 1 0.0000; run 2 0.0095.

***

Run 1
Density functional theory data (the ωB97M-V functional and the def2-TZVPD basis) for the molecule C3H6FN.

## Properties
LUMO = 1.0320 eV
Structure (SMILES) = C=CN(C)F
Gap between HOMO and LUMO = 9.3 eV

ORCA input file:
```
! wB97M-V def2-TZVPD RIJCOSX def2/J DEFGRID3
* xyz 0 1
C 1.527 0.487 0.851
C 0.549 -0.447 0.838
N -0.649 -0.485 0.097
C -1.113 0.209 -1.068
F -1.285 -1.732 0.123
H 2.403 0.551 1.508
H 1.638 1.279 0.134
H 0.535 -1.268 1.532
H -0.926 -0.348 -1.971
H -2.174 0.490 -0.946
H -0.507 1.263 -1.098
*
```

***

Run 2
Density functional theory data (the ωB97M-V functional and the def2-TZVPD basis) for a cluster of 2 separate species, C3H6FN in total.

## Properties
LUMO (alpha / beta) = 0.0344 / 0.0333 eV
Gap between HOMO and LUMO (alpha / beta) = 7.9 / 7.9 eV

ORCA input file:
```
! wB97M-V def2-TZVPD RIJCOSX def2/J DEFGRID3
* xyz 0 1
C -0.158 -0.645 -0.034
C -0.191 -0.027 1.276
C 0.059 0.183 -1.209
N -0.557 -3.598 0.509
F -0.447 -4.097 -0.712
H -0.884 -0.542 1.943
H 0.806 -0.261 1.668
H -0.332 1.059 1.297
H 0.258 1.247 -1.021
H -0.850 0.084 -1.809
H 0.848 -0.258 -1.819
*
```

***

Energies in hartree, measured from the most stable structure: run 1 0.0000; run 2 0.1912.

***

Run 1
Density functional theory data (the ωB97M-V functional and the def2-TZVPD basis) for a cluster of 2 separate species, C2H3NO3P in total.

## Properties
LUMO = 3.2401 eV
Gap between HOMO and LUMO = 5.8 eV

ORCA input file:
```
! wB97M-V def2-TZVPD RIJCOSX def2/J DEFGRID3
* xyz -1 1
C -2.189 0.748 0.031
C -2.239 -1.716 0.032
N -2.252 -0.574 0.351
O 0.893 0.106 -0.544
O -3.027 1.326 -0.607
O -2.107 -2.891 0.114
P 1.660 1.312 -0.898
H -1.463 1.360 0.657
H 1.000 2.441 -0.114
H 2.488 1.239 0.178
*
```

***

Run 2
Density functional theory data (the ωB97M-V functional and the def2-TZVPD basis) for the ion C2H3NO3P with charge -1.

## Properties
LUMO = 3.8208 eV
Gap between HOMO and LUMO = 7.7 eV

ORCA input file:
```
! wB97M-V def2-TZVPD RIJCOSX def2/J DEFGRID3
* xyz -1 1
C -0.606 0.536 -0.972
C -1.244 -0.004 0.291
N 0.655 -0.396 1.235
O 0.567 0.098 -1.286
O -1.210 1.356 -1.647
O 2.821 -0.685 -0.006
P 1.409 -1.128 -0.117
H -1.594 -1.016 0.221
H -1.804 0.691 0.889
H 1.006 0.549 1.390
*
```

***

Energies in hartree, measured from the most stable structure: run 1 0.0478; run 2 0.0000.

***

Run 1
Density functional theory data (the ωB97M-V functional and the def2-TZVPD basis) for the molecule C4H13N2.

## Properties
LUMO (alpha / beta) = 0.8619 / 0.6661 eV
Gap between HOMO and LUMO (alpha / beta) = 3.5 / 10.8 eV

ORCA input file:
```
! wB97M-V def2-TZVPD RIJCOSX def2/J DEFGRID3
* xyz 0 2
N 2.091 0.016 -1.183
C 2.030 -0.258 0.332
C 0.834 0.522 0.972
N -0.296 0.538 -0.093
C -1.290 -0.562 0.169
C -2.689 -0.115 -0.257
H 2.013 -0.838 -1.918
H 2.760 0.801 -1.431
H 0.344 0.411 -0.963
H 1.885 -1.351 0.366
H 2.902 -0.103 0.971
H 1.012 1.552 1.140
H 0.557 0.088 1.908
H -0.895 1.436 -0.039
H -1.265 -0.810 1.259
H -0.997 -1.513 -0.326
H -3.300 -0.025 0.656
H -2.616 0.947 -0.531
H -3.080 -0.738 -1.033
*
```

***

Run 2
Density functional theory data (the ωB97M-V functional and the def2-TZVPD basis) for the molecule C4H13N2.

## Properties
LUMO (alpha / beta) = 1.0018 / 0.7195 eV
Gap between HOMO and LUMO (alpha / beta) = 4.0 / 10.0 eV

ORCA input file:
```
! wB97M-V def2-TZVPD RIJCOSX def2/J DEFGRID3
* xyz 0 2
C 1.473 -0.019 0.097
N 1.063 0.662 -1.100
C 0.352 1.923 -1.045
C 0.558 -1.146 0.589
N -0.850 -1.043 0.034
C -1.883 -0.695 1.050
H 2.462 -0.468 -0.034
H 1.550 0.729 0.892
H 1.676 0.566 -1.890
H 0.632 2.547 -0.189
H 0.581 2.502 -1.925
H -0.721 1.780 -1.048
H 0.880 -2.131 0.239
H 0.472 -1.176 1.672
H -1.116 -1.921 -0.529
H -0.788 -0.296 -0.642
H -1.825 -1.394 1.876
H -1.669 0.312 1.399
H -2.847 -0.731 0.553
*
```

***

Energies in hartree, measured from the most stable structure: run 1 0.0298; run 2 0.0000.

***

Run 1
Density functional theory data (the ωB97M-V functional and the def2-TZVPD basis) for a cluster of 4 separate species, C4H14O4 in total.

## Properties
LUMO = 0.5522 eV
Structure (SMILES) = C/C=C/CO.O.O.O
Gap between HOMO and LUMO = 9.9 eV

ORCA input file:
```
! wB97M-V def2-TZVPD RIJCOSX def2/J DEFGRID3
* xyz 0 1
C -0.073 1.290 -2.744
C 0.782 1.200 -1.485
C 0.379 0.732 -0.295
C 1.358 0.795 0.840
O 0.884 1.284 2.082
H 0.628 1.359 -3.561
H -0.801 0.526 -2.984
H -0.515 2.320 -2.670
H 1.618 1.811 -1.723
H -0.578 0.308 -0.002
H 2.179 1.490 0.673
H 1.814 -0.227 0.972
H 0.445 0.621 2.664
O -0.283 -1.695 -1.165
H 0.634 -1.936 -1.357
H -0.280 -0.854 -1.632
O -0.711 -0.729 3.254
H -0.029 -1.355 3.515
H -1.266 -1.078 2.518
O -1.922 -2.119 1.348
H -2.821 -1.796 1.230
H -1.440 -1.946 0.523
*
```

***

Run 2
Density functional theory data (the ωB97M-V functional and the def2-TZVPD basis) for a cluster of 4 separate species, C4H14O4 in total.

## Properties
LUMO = 0.5747 eV
Structure (SMILES) = C/C=C/CO.O.O.O
Gap between HOMO and LUMO = 9.8 eV

ORCA input file:
```
! wB97M-V def2-TZVPD RIJCOSX def2/J DEFGRID3
* xyz 0 1
C 2.614 -1.696 -1.350
C 1.256 -1.118 -1.026
C 0.238 -1.864 -0.637
C -1.235 -1.424 -0.653
O -1.439 -0.026 -0.530
H 3.388 -0.942 -1.493
H 2.886 -2.324 -0.494
H 2.756 -2.388 -2.186
H 1.167 -0.075 -1.298
H 0.254 -2.951 -0.588
H -1.741 -1.988 0.129
H -1.531 -1.635 -1.683
H -1.608 0.173 0.420
O -0.025 2.364 -0.414
H -0.430 1.484 -0.564
H -0.763 2.944 -0.611
O -0.232 2.648 2.692
H 0.445 2.022 2.964
H 0.233 3.043 1.941
O -2.118 0.861 1.850
H -1.413 1.468 2.195
H -2.704 1.424 1.335
*
```

***

Energies in hartree, measured from the most stable structure: run 1 0.0204; run 2 0.0000.

***

Run 1
Density functional theory data (the ωB97M-V functional and the def2-TZVPD basis) for a structure of composition H16NaO8.

## Properties
LUMO = -4.5482 eV
Gap between HOMO and LUMO = 9.4 eV

ORCA input file:
```
! wB97M-V def2-TZVPD RIJCOSX def2/J DEFGRID3
* xyz 1 1
Na -13.331 3.407 -16.641
O -16.046 5.665 -13.931
H -16.916 5.620 -14.327
H -16.168 5.322 -13.045
O -14.878 5.495 -20.907
H -14.416 5.172 -21.681
H -14.355 6.239 -20.609
O -9.981 4.038 -13.401
H -9.227 4.580 -13.633
H -10.198 4.299 -12.506
O -8.624 3.866 -19.084
H -7.817 3.782 -19.592
H -8.332 3.902 -18.173
O -17.065 0.741 -18.284
H -17.706 0.471 -17.627
H -16.597 -0.063 -18.508
O -12.865 0.120 -13.986
H -12.487 -0.718 -14.250
H -12.142 0.590 -13.571
O -12.271 1.283 -20.290
H -11.476 1.812 -20.357
H -12.785 1.524 -21.062
O -12.049 8.349 -17.332
H -12.663 9.081 -17.276
H -11.440 8.491 -16.607
*
```

***

Run 2
Density functional theory data (the ωB97M-V functional and the def2-TZVPD basis) for a structure of composition H16NaO8.

## Properties
LUMO = -3.1733 eV
Gap between HOMO and LUMO = 11.0 eV

ORCA input file:
```
! wB97M-V def2-TZVPD RIJCOSX def2/J DEFGRID3
* xyz 1 1
Na -0.126 0.193 0.232
O -1.620 -1.432 1.153
H -1.701 -2.385 1.116
H -2.490 -1.126 1.408
O -0.117 2.145 2.138
H -0.972 2.328 2.528
H 0.467 2.022 2.887
O -2.315 0.343 -0.784
H -2.762 0.726 -1.538
H -2.699 -0.530 -0.696
O 1.452 -1.418 1.249
H 1.159 -1.770 2.089
H 2.240 -0.917 1.459
O -0.222 2.909 -0.978
H -0.648 3.339 -0.237
H 0.457 2.363 -0.581
O 0.442 -3.137 -0.635
H 0.592 -2.450 0.014
H 1.319 -3.395 -0.919
O 0.432 -0.490 -2.247
H 0.458 -1.408 -2.515
H -0.057 -0.050 -2.942
O 1.974 1.384 -0.444
H 2.682 2.009 -0.604
H 2.054 0.744 -1.152
*
```

***

Energies in hartree, measured from the most stable structure: run 1 0.1060; run 2 0.0000.